# C37H41Cl5GeN3O3PV

A structure of composition C37H41Cl5GeN3O3PV at a distorted geometry (ωB97M-V/def2-TZVPD, the Open Molecules 2025 dataset).

Output
- relative energy (zero: lowest compared OMol25 entry of this formula, charge and spin) (eV) = 2.003
- <S²> = 3.768
- net charge = 0
- HOMO-LUMO gap (spin up / spin down) (eV) = 7.18 / 6.62
- multiplicity = 4
- HOMO (spin up / spin down) (eV) = -7.52 / -8.27
- E_LUMO (spin up / spin down) (eV) = -0.33 / -1.65

Structure (XYZ):
```
92
Properties=species:S:1:pos:R:3:mulliken_spin:R:1
C -2.665 1.567 3.447 0.005
H -2.785 -3.052 -4.960 0.001
N 2.028 -1.294 1.449 -0.082
H 2.987 -0.096 -5.611 0.000
C -2.927 2.315 4.723 -0.001
C 0.361 1.730 1.846 0.010
O 0.533 -3.558 0.585 0.071
H 0.794 -0.569 -4.550 -0.003
N -3.835 -2.037 -0.198 0.003
H 4.516 1.480 -4.634 0.000
C 3.395 -1.297 -0.474 -0.047
H -1.080 -4.574 -1.309 0.003
N -4.526 -2.381 -1.381 0.001
H 0.460 5.802 0.754 0.000
H -4.635 -3.391 -1.528 0.000
H 0.838 -1.340 3.117 0.005
C 0.336 -4.310 1.622 0.010
H -0.451 5.963 2.248 0.000
H -1.961 2.130 2.861 -0.013
C 3.591 1.311 -4.143 0.004
C -0.890 -1.469 -2.635 -0.148
H 1.882 3.978 1.912 0.000
H -3.077 -2.676 0.099 0.011
C -3.726 2.996 -2.860 0.006
C -1.261 -3.737 -1.953 0.036
H 2.557 -0.666 4.712 0.000
C 0.828 4.145 2.115 0.001
O 2.225 -1.465 -1.106 -0.057
C 4.075 -0.769 3.130 0.011
H 3.859 2.631 -2.458 0.000
C -1.627 1.252 -2.416 0.009
H -3.224 -0.107 -1.782 0.011
Ge -0.851 0.372 1.124 0.212
C -2.053 0.208 3.771 0.037
Cl 2.461 -5.596 0.362 0.000
C 1.149 0.689 -2.875 0.045
C -4.007 1.715 -2.455 -0.003
H -2.344 -4.921 -3.375 0.000
H -1.104 0.388 4.265 0.005
C -1.389 2.561 -2.910 -0.003
H 1.395 1.541 1.559 0.010
H -4.530 -1.944 0.525 0.000
C 4.376 -0.972 1.773 -0.007
C 3.239 1.921 -2.936 -0.002
H -2.663 -0.398 4.439 0.003
C -2.453 3.438 -3.058 -0.003
C -1.774 -0.719 2.531 0.081
H -2.003 2.239 5.314 0.000
C -2.023 -3.947 -3.103 -0.010
C 0.008 3.112 1.348 0.001
H -0.372 2.866 -3.097 0.000
H -3.147 3.421 4.584 0.001
C 1.819 -1.147 2.737 0.002
Cl 6.999 -0.828 2.376 0.001
C -0.670 -2.504 -1.733 0.044
H -3.721 1.927 5.373 0.001
C 2.726 0.416 -4.704 0.001
C 3.281 -1.163 0.912 0.090
V 0.527 -1.834 -0.200 2.482
H -1.960 1.135 0.466 -0.032
Cl 4.890 -1.300 -2.647 0.001
P -0.300 0.088 -1.962 0.133
H -4.037 -2.023 -2.199 0.000
H -1.057 3.320 1.480 -0.003
H 6.763 -1.127 -0.614 0.000
H -3.557 1.420 2.842 0.006
H -5.066 1.465 -2.323 0.000
H 0.216 3.260 0.285 0.002
C -1.718 -1.643 -3.713 -0.033
C 1.509 0.103 -4.087 0.009
H 4.912 -0.509 3.776 0.001
O -0.281 -4.103 2.618 0.009
C 5.674 -0.952 1.233 0.008
Cl -0.094 -6.912 0.733 0.001
C -2.958 0.843 -2.216 0.052
C 0.505 5.615 1.844 0.001
H -1.930 -0.883 -4.440 0.001
H 0.239 1.672 2.940 -0.009
C 2.800 -0.765 3.659 -0.006
H 1.275 6.224 2.267 0.000
C -2.173 -2.932 -4.052 0.023
C 5.774 -1.089 -0.142 -0.006
H 1.706 2.100 -1.418 -0.004
H -2.710 -1.071 2.059 0.006
C 2.015 1.645 -2.324 0.001
H -2.336 4.433 -3.468 0.000
Cl 1.717 -6.481 2.829 0.000
H 0.773 3.938 3.195 0.002
H -1.252 -1.628 2.812 -0.011
C 4.619 -1.218 -0.995 0.016
H -4.507 3.714 -3.004 0.000
C 1.078 -5.695 1.397 -0.002
```